Record 1
{
  "formula": "C2H7NO",
  "method": "ωB97M-V with the def2-TZVPD basis set",
  "multiplicity": 1,
  "lumo_energy_ev": 0.33,
  "orbital_gap_ev": 10.842,
  "e_homo_ev": -10.509,
  "fmax_ev_per_a": 6.18,
  "e_above_lowest_ev": 2.049,
  "charge": 0,
  "elements": ["C", "C", "N", "H", "H", "H", "H", "H", "H", "H", "O"],
  "positions_angstrom": [[1.03, -0.05, 1.14], [-0.08, 1.63, 0.03], [0.02, 0.31, 0.23], [0.98, -1.07, 1.26], [0.74, 0.39, 2.12], [2.10, 0.40, 1.01], [-0.93, 1.99, -0.51], [0.39, 2.45, 0.49], [-0.76, -0.78, -1.04], [-0.94, -1.97, -0.53], [-0.92, -1.64, -1.43]]
}

---

Record 2
{
  "formula": "C20H39N2O2",
  "method": "ωB97M-V with the def2-TZVPD basis set",
  "s_squared": 0.7541,
  "multiplicity": 2,
  "lumo_energy_ev": [0.77, 0.74],
  "orbital_gap_ev": [8.791, 10.002],
  "e_homo_ev": [-8.019, -9.265],
  "fmax_ev_per_a": 0.43,
  "charge": 0,
  "elements": ["C", "C", "C", "C", "C", "C", "C", "O", "C", "C", "C", "C", "C", "N", "O", "C", "C", "C", "C", "H", "H", "H", "H", "H", "H", "H", "H", "H", "H", "H", "H", "H", "H", "H", "H", "H", "H", "H", "H", "H", "H", "H", "H", "H", "H", "H", "H", "H", "H", "H", "H", "C", "C", "C", "C", "N", "H", "H", "H", "H", "H", "H", "H"],
  "positions_angstrom": [[3.19, 0.80, 0.42], [1.68, 1.10, 0.30], [0.93, 0.61, 1.55], [1.12, 0.62, -1.06], [1.16, -0.87, -1.42], [1.16, -1.01, -2.95], [0.03, -1.75, -0.85], [-1.23, -1.39, -1.40], [-2.28, -1.05, -0.50], [-3.36, -2.11, -0.61], [-4.61, -1.84, 0.27], [-4.47, -2.55, 1.62], [-5.90, -2.33, -0.40], [-4.66, -0.36, 0.53], [-4.23, 0.02, 1.66], [-4.28, 0.59, -0.56], [-4.59, 1.99, -0.06], [-5.05, 0.35, -1.86], [-2.76, 0.37, -0.80], [3.63, 0.60, -0.56], [3.37, -0.06, 1.07], [3.71, 1.66, 0.85], [1.56, 2.19, 0.29], [1.15, -0.44, 1.76], [1.25, 1.19, 2.42], [-0.15, 0.73, 1.45], [1.75, 1.13, -1.82], [0.10, 1.00, -1.23], [2.11, -1.29, -1.05], [0.93, -2.03, -3.26], [0.40, -0.36, -3.39], [2.13, -0.73, -3.37], [0.23, -2.79, -1.15], [0.00, -1.73, 0.24], [-1.88, -1.09, 0.52], [-3.62, -2.23, -1.67], [-2.93, -3.07, -0.29], [-4.79, -3.59, 1.51], [-5.09, -2.07, 2.37], [-3.44, -2.53, 1.97], [-6.07, -1.92, -1.39], [-6.76, -2.10, 0.23], [-5.84, -3.42, -0.50], [-4.59, 2.69, -0.90], [-5.57, 2.01, 0.42], [-3.85, 2.33, 0.67], [-6.13, 0.38, -1.69], [-4.80, -0.59, -2.35], [-4.79, 1.15, -2.56], [-2.53, 0.58, -1.85], [-2.20, 1.09, -0.20], [8.39, 1.54, 2.75], [7.76, 1.08, 1.44], [7.24, 2.25, 0.59], [6.17, 2.99, 1.27], [5.32, 3.53, 1.82], [7.67, 2.06, 3.37], [8.78, 0.69, 3.31], [9.23, 2.22, 2.56], [6.93, 0.40, 1.64], [8.48, 0.53, 0.84], [6.85, 1.90, -0.36], [8.05, 2.95, 0.37]]
}

---

Record 3
{
  "formula": "C21H22BrGeN4O3Sn",
  "method": "ωB97M-V with the def2-TZVPD basis set",
  "multiplicity": 1,
  "lumo_energy_ev": -3.67,
  "orbital_gap_ev": 6.411,
  "e_homo_ev": -10.082,
  "fmax_ev_per_a": 2.96,
  "e_above_lowest_ev": 1.610,
  "charge": 1,
  "elements": ["Sn", "O", "C", "N", "C", "O", "C", "C", "C", "C", "C", "N", "C", "C", "C", "C", "C", "N", "H", "H", "H", "H", "H", "H", "H", "H", "O", "C", "C", "C", "N", "C", "Br", "C", "H", "H", "H", "H", "C", "Ge", "C", "C", "C", "H", "H", "H", "H", "H", "H", "H", "H", "H", "H"],
  "positions_angstrom": [[0.42, 0.22, 0.34], [2.98, 2.71, -1.70], [2.20, 1.89, -1.32], [1.82, 1.73, 0.00], [1.77, 2.88, 0.92], [2.16, 3.97, 0.60], [0.98, 2.57, 2.19], [1.01, 3.40, 3.30], [0.22, 3.02, 4.37], [-0.57, 1.87, 4.31], [-0.59, 1.12, 3.14], [0.17, 1.47, 2.11], [1.60, 0.91, -2.30], [2.01, 0.80, -3.58], [1.25, 0.02, -4.47], [0.09, -0.54, -4.03], [-0.32, -0.37, -2.72], [0.44, 0.34, -1.90], [1.70, 4.22, 3.11], [0.29, 3.58, 5.30], [-1.12, 1.69, 5.20], [-1.29, 0.28, 2.89], [2.88, 1.32, -3.98], [1.63, -0.09, -5.46], [-0.50, -1.11, -4.73], [-1.18, -0.78, -2.24], [-6.10, 1.25, 0.32], [-4.77, 1.05, 0.22], [-4.17, -0.23, 0.37], [-2.82, -0.18, 0.37], [-1.99, 0.84, 0.13], [-2.60, 2.10, 0.04], [-1.48, 3.57, -0.17], [-3.99, 2.20, 0.03], [-6.51, 0.39, 0.46], [-4.68, -1.15, 0.69], [-2.22, -1.06, 0.60], [-4.47, 3.17, -0.14], [3.30, -2.35, -0.68], [1.54, -2.99, 0.04], [1.68, -4.44, 1.31], [0.83, -3.68, -1.73], [0.35, -1.67, 0.86], [3.77, -3.12, -1.30], [3.94, -2.03, 0.13], [3.10, -1.57, -1.53], [1.97, -5.43, 0.94], [0.64, -4.40, 1.72], [2.24, -4.17, 2.20], [0.97, -2.92, -2.50], [-0.17, -3.93, -1.68], [1.39, -4.64, -1.96], [0.21, -1.73, 1.92]]
}

---

Record 4
{
  "formula": "C26H18F5N6ORuS2",
  "method": "ωB97M-V with the def2-TZVPD basis set",
  "s_squared": 1.0274,
  "multiplicity": 2,
  "lumo_energy_ev": [-7.40, -8.88],
  "orbital_gap_ev": [6.690, 5.206],
  "e_homo_ev": [-14.089, -14.089],
  "fmax_ev_per_a": 2.79,
  "charge": 2,
  "elements": ["Ru", "N", "C", "N", "C", "N", "N", "C", "N", "C", "C", "C", "C", "C", "N", "H", "H", "H", "H", "H", "H", "H", "H", "F", "C", "C", "F", "C", "F", "C", "S", "C", "F", "C", "F", "O", "S", "C", "C", "C", "C", "C", "C", "C", "C", "C", "C", "C", "C", "H", "H", "H", "H", "H", "H", "H", "H", "H", "H"],
  "positions_angstrom": [[-0.07, -0.05, 0.18], [-2.89, -0.27, 1.82], [-2.19, 0.68, 2.45], [-2.65, 1.23, 3.55], [-1.92, 2.21, 4.11], [-2.36, 2.78, 5.22], [-0.76, 2.64, 3.57], [-0.33, 2.04, 2.50], [-1.01, 1.05, 1.88], [0.96, 2.42, 1.88], [1.74, 3.49, 2.32], [2.92, 3.77, 1.65], [3.29, 3.00, 0.57], [2.47, 1.94, 0.20], [1.35, 1.66, 0.85], [-3.75, -0.61, 2.23], [-2.52, -0.70, 0.97], [-3.18, 2.42, 5.67], [-1.83, 3.53, 5.64], [1.41, 4.07, 3.17], [3.55, 4.59, 1.97], [4.20, 3.19, 0.01], [2.71, 1.30, -0.64], [4.88, -3.61, -3.18], [3.98, -3.29, -2.28], [2.93, -2.42, -2.62], [2.84, -1.92, -3.84], [2.02, -2.05, -1.64], [1.06, -1.12, -1.93], [2.06, -2.56, -0.34], [0.91, -2.11, 0.87], [3.09, -3.47, -0.04], [3.16, -3.98, 1.18], [4.06, -3.80, -0.98], [5.05, -4.60, -0.65], [-0.93, 1.23, -1.49], [-0.41, 2.38, -2.32], [-1.41, 3.82, -1.84], [-0.87, 5.07, -2.08], [-1.64, 6.20, -1.80], [-2.91, 6.05, -1.27], [-3.42, 4.79, -1.01], [-2.67, 3.66, -1.29], [-1.13, 2.10, -3.95], [-0.65, 2.83, -5.02], [-1.17, 2.59, -6.28], [-2.16, 1.62, -6.44], [-2.63, 0.90, -5.36], [-2.11, 1.13, -4.09], [0.12, 5.17, -2.48], [-1.24, 7.18, -1.99], [-3.50, 6.93, -1.06], [-4.42, 4.69, -0.60], [-3.06, 2.67, -1.09], [0.13, 3.57, -4.88], [-0.80, 3.13, -7.13], [-2.55, 1.42, -7.43], [-3.39, 0.15, -5.49], [-2.45, 0.57, -3.24]]
}

---

Record 5
{
  "formula": "C14H11BMnN6S7",
  "method": "ωB97M-V with the def2-TZVPD basis set",
  "s_squared": 8.7576,
  "multiplicity": 6,
  "lumo_energy_ev": [4.17, 4.17],
  "orbital_gap_ev": [5.976, 6.396],
  "e_homo_ev": [-1.802, -2.223],
  "fmax_ev_per_a": 1.00,
  "e_above_lowest_ev": 0.660,
  "charge": -2,
  "elements": ["Mn", "B", "N", "C", "C", "C", "N", "N", "C", "C", "C", "N", "H", "H", "H", "H", "H", "H", "H", "H", "S", "C", "S", "C", "C", "N", "C", "N", "C", "S", "C", "C", "S", "S", "C", "S", "S", "H", "H", "H"],
  "positions_angstrom": [[0.24, -0.21, 0.66], [2.55, 2.47, -0.36], [3.02, 1.03, -0.04], [4.32, 0.71, 0.05], [4.45, -0.67, 0.05], [3.14, -1.13, -0.03], [2.29, -0.10, -0.07], [1.04, 2.68, -0.10], [0.47, 3.87, 0.11], [-0.90, 3.71, 0.07], [-1.09, 2.35, -0.16], [0.10, 1.75, -0.26], [3.17, 3.23, 0.32], [2.75, 2.65, -1.54], [5.06, 1.48, 0.11], [5.34, -1.25, 0.11], [2.77, -2.14, -0.05], [1.05, 4.75, 0.27], [-1.66, 4.46, 0.20], [-2.00, 1.79, -0.27], [-1.82, -0.95, -0.62], [-1.71, -2.18, 0.59], [-0.09, -2.63, 1.02], [-2.84, -2.77, 1.14], [-2.79, -3.77, 2.12], [-2.82, -4.59, 2.93], [-4.13, -2.37, 0.80], [-5.22, -2.07, 0.56], [2.92, -0.62, 3.48], [1.68, -1.80, 4.10], [0.56, -0.71, 4.91], [-0.09, 0.33, 4.34], [-0.04, 0.93, 2.75], [-1.07, 1.30, 5.47], [-0.71, 0.40, 6.92], [-1.25, 0.84, 8.42], [0.30, -0.99, 6.63], [3.71, -1.22, 3.03], [3.32, -0.04, 4.31], [2.46, 0.03, 2.73]]
}

---

Record 6
{
  "formula": "C20H35IN5O2S2",
  "method": "ωB97M-V with the def2-TZVPD basis set",
  "multiplicity": 1,
  "lumo_energy_ev": 1.78,
  "orbital_gap_ev": 6.438,
  "e_homo_ev": -4.656,
  "fmax_ev_per_a": 8.65,
  "charge": -1,
  "elements": ["C", "C", "C", "C", "N", "C", "C", "C", "C", "N", "C", "I", "C", "O", "O", "C", "S", "S", "C", "C", "C", "H", "H", "H", "H", "H", "H", "H", "H", "H", "H", "H", "H", "H", "H", "H", "H", "H", "H", "H", "H", "H", "H", "H", "H", "H", "H", "C", "C", "N", "H", "H", "H", "C", "C", "N", "H", "H", "H", "C", "C", "N", "H", "H", "H"],
  "positions_angstrom": [[4.75, -1.03, 0.87], [4.56, -0.79, -0.72], [3.08, -1.25, -1.15], [2.19, -0.11, -1.82], [0.73, -0.19, -1.51], [0.10, -1.44, -2.00], [-1.36, -1.53, -1.28], [-1.72, -3.07, -0.95], [-3.28, -3.22, -0.60], [-3.60, -3.25, 0.85], [-3.13, -2.04, 1.57], [-3.56, -2.40, 3.72], [-3.92, -0.69, 1.18], [-4.58, -0.08, 2.10], [-3.93, -0.13, -0.08], [0.06, 1.02, -1.99], [-0.90, 1.12, -3.38], [0.27, 2.63, -1.03], [-1.24, 3.70, -1.36], [-2.54, 3.20, -0.50], [-2.11, 2.63, 0.94], [3.77, -0.87, 1.45], [5.17, -2.06, 1.11], [5.51, -0.26, 1.26], [4.70, 0.30, -1.01], [5.32, -1.49, -1.24], [3.17, -2.10, -1.94], [2.51, -1.72, -0.28], [2.55, 0.90, -1.37], [2.42, -0.01, -2.95], [0.03, -1.53, -3.14], [0.65, -2.40, -1.66], [-2.12, -1.05, -1.98], [-1.26, -1.00, -0.27], [-1.53, -3.66, -1.92], [-1.05, -3.50, -0.12], [-3.62, -4.24, -1.03], [-3.88, -2.43, -1.19], [-4.60, -3.44, 1.01], [-1.99, -1.90, 1.54], [-1.54, 3.72, -2.46], [-1.07, 4.79, -1.05], [-3.12, 2.37, -1.05], [-3.25, 4.10, -0.41], [-1.56, 1.64, 0.90], [-3.10, 2.45, 1.51], [-1.56, 3.45, 1.53], [2.79, 5.64, 1.68], [2.18, 4.57, 0.82], [1.69, 3.73, 0.14], [2.17, 6.54, 1.65], [2.86, 5.29, 2.71], [3.79, 5.88, 1.31], [-7.05, 0.51, -0.20], [-7.47, 1.48, -1.26], [-7.80, 2.25, -2.10], [-5.96, 0.47, -0.14], [-7.46, 0.82, 0.76], [-7.43, -0.48, -0.45], [8.23, -3.67, 2.72], [7.22, -2.61, 3.05], [6.43, -1.77, 3.30], [8.00, -4.58, 3.28], [8.21, -3.88, 1.66], [9.23, -3.32, 3.00]]
}